1.
The following is a DFT calculation (ωB97M-V with the def2-TZVPD basis set) of a structure of composition C23H37CeO2.

```
! wB97M-V def2-TZVPD RIJCOSX def2/J DEFGRID3
* xyz 1 1
O -0.53 1.74 -1.21
C 0.39 2.26 -2.22
C -0.58 3.36 -2.65
H 0.52 1.41 -2.89
H 1.37 2.56 -1.85
C -1.61 2.61 -1.71
H -0.67 3.43 -3.75
H -0.38 4.36 -2.23
C -2.65 1.72 -2.33
H -2.27 1.17 -3.19
H -3.54 2.32 -2.60
H -2.93 0.94 -1.59
C -2.16 3.51 -0.60
H -1.43 4.24 -0.25
H -2.47 2.89 0.24
H -3.04 4.09 -0.92
Ce 0.54 -0.11 1.23
C 0.95 1.80 2.86
C 2.25 1.23 2.77
C 2.75 1.41 1.44
H 2.82 0.81 3.60
C 1.78 2.17 0.73
C 0.67 2.43 1.60
H -0.13 3.13 1.40
H 0.31 1.84 3.74
H 3.73 1.11 1.07
H 1.94 2.63 -0.24
C -1.54 -0.22 2.93
C -1.87 0.90 2.10
C -2.49 0.39 0.92
H -1.82 1.94 2.40
C -2.44 -1.02 0.95
C -1.98 -1.41 2.24
H -2.16 -2.37 2.73
H -1.14 -0.17 3.94
H -3.15 0.99 0.29
H -2.81 -1.70 0.17
O -0.16 -0.76 -3.03
C -0.38 -0.29 -4.41
C 0.38 -1.19 -5.40
H -0.01 0.75 -4.48
H -1.45 -0.20 -4.70
C 1.16 -2.19 -4.52
H 1.07 -0.65 -6.07
H -0.31 -1.74 -6.04
C 0.84 -1.81 -3.06
H 2.23 -2.08 -4.70
H 0.87 -3.21 -4.78
H 1.74 -1.38 -2.60
H 0.52 -2.66 -2.43
C 2.64 -3.83 3.89
C 1.51 -3.05 3.18
C 0.15 -3.60 3.63
C 1.60 -1.55 3.37
H 2.81 -3.53 4.93
H 3.59 -3.70 3.36
H 2.40 -4.90 3.87
H 1.63 -3.23 2.07
H -0.17 -3.18 4.60
H -0.62 -3.40 2.89
H 0.21 -4.69 3.72
H 2.62 -1.18 3.51
H 0.87 -1.13 4.08
*
```

Computed properties:
HOMO-LUMO gap (spin up / spin down): 6.6 / 6.6 eV
HOMO (spin up / spin down): -0.4063 / -0.4064 Ha
energy above the lowest of the compared OMol25 structures with the same formula, charge and spin: 63.3 kcal/mol

---

2.
The following is a DFT calculation (ωB97M-V with the def2-TZVPD basis set) of a structure of composition C23H37CoF6N2O6S2Sb2.

```
! wB97M-V def2-TZVPD RIJCOSX def2/J DEFGRID3
* xyz 2 5
Co 0.23 1.72 -0.42
C -3.48 -1.50 -2.64
Sb -1.48 -0.97 -2.03
C -1.86 -1.64 0.00
C -0.65 -3.13 -2.90
C -0.34 -3.96 -1.79
C -1.38 -4.73 -1.21
C -1.13 -5.64 -0.22
C 0.18 -5.79 0.26
C 1.21 -5.02 -0.24
C 0.99 -4.09 -1.26
C 2.12 -3.30 -1.76
Sb 2.14 -1.30 -0.74
C 4.13 -0.84 -1.48
C 2.88 -2.08 1.14
H -3.53 -2.56 -2.87
H -3.76 -0.92 -3.51
H -4.17 -1.29 -1.83
H -2.46 -2.55 -0.04
H -2.42 -0.85 0.49
H -0.93 -1.82 0.54
H 0.16 -2.82 -3.56
H -1.56 -3.37 -3.43
H -2.38 -4.63 -1.60
H -1.93 -6.24 0.19
H 0.39 -6.53 1.03
H 2.21 -5.15 0.14
H 2.08 -3.07 -2.83
H 3.08 -3.73 -1.50
H 4.75 -1.73 -1.38
H 4.55 -0.04 -0.87
H 4.10 -0.53 -2.52
H 3.75 -2.70 0.93
H 2.11 -2.69 1.62
H 3.17 -1.26 1.79
F -0.35 3.83 0.53
C -0.65 4.91 -0.28
F -1.65 5.56 0.25
F 0.42 5.66 -0.36
S -1.07 4.17 -1.94
O -0.12 3.05 -2.01
O -0.95 5.17 -2.92
N -2.52 3.61 -1.66
S -2.70 2.07 -1.64
O -1.84 1.39 -0.63
O -2.70 1.39 -2.90
C -4.36 1.93 -0.82
F -4.35 2.71 0.24
F -5.34 2.23 -1.63
F -4.48 0.66 -0.42
C 2.33 2.02 -3.37
C 2.63 2.39 -1.96
C 3.62 3.47 -1.71
O 2.08 1.80 -1.00
H 3.24 1.63 -3.84
H 2.05 2.91 -3.92
H 1.53 1.28 -3.42
H 4.46 3.38 -2.39
H 3.95 3.48 -0.68
H 3.13 4.43 -1.93
O 0.49 0.64 1.26
C -0.12 0.60 2.37
C -1.36 1.41 2.65
C -1.20 2.43 3.82
C 0.10 2.28 4.62
C 0.15 1.01 5.46
C -0.24 -0.25 4.66
N 0.31 -0.21 3.31
H -2.16 0.71 2.88
H -1.63 1.93 1.73
H -2.05 2.35 4.49
H -1.22 3.44 3.40
H 0.20 3.14 5.28
H 0.95 2.31 3.93
H -0.54 1.09 6.30
H 1.16 0.89 5.87
H -1.32 -0.33 4.59
H 0.13 -1.14 5.15
H 1.17 -0.71 3.12
*
```

Computed properties:
HOMO-LUMO gap (spin up / spin down): 8.1 / 5.5 eV
HOMO (spin up / spin down): -0.4875 / -0.4949 Ha
energy above the lowest of the compared OMol25 structures with the same formula, charge and spin: 20.8 kcal/mol

---

The records above yield DFT total energy values of -1523.76453; -4717.81294 hartree, respectively.